Record 1
C51H83F7N3O23PS | ωB97M-V/def2-TZVPD

Output
- SMILES: CCCCCCCCCCc1c(NCC)c(OCCC)c2c(c1P(N)O)Sc1cccc(C(F)(F)C(F)(F)C(F)(F)F)c1N2.COC(=O)OC.COC(=O)OC.COC(=O)OC.COC(=O)OC.COC(=O)OC.COC(=O)OC.COC(=O)OC
- HOMO: -8.10 eV
- Max |F|: 2.49 eV/Å
- LUMO energy: 0.00846 hartree

Each atom is followed by the atoms it is bonded to, with distances in Å.
Atoms and positions in Å:
1 C 7.02 -4.04 3.38  C2 1.536, H45 1.095, H46 1.092, H47 1.090
2 C 6.39 -2.76 3.94  C1 1.536, C3 1.541, H48 1.095, H49 1.096
3 C 5.95 -1.74 2.87  C2 1.541, C4 1.544, H50 1.095, H51 1.096
4 C 7.08 -1.25 1.94  C3 1.544, C5 1.547, H52 1.097, H53 1.093
5 C 6.64 -1.25 0.45  C4 1.547, C6 1.564, H54 1.093, H55 1.096
6 C 6.63 -2.69 -0.17  C5 1.564, C7 1.545, H56 1.095, H57 1.093
7 C 5.24 -3.12 -0.69  C6 1.545, C8 1.546, H58 1.093, H59 1.093
8 C 4.50 -4.08 0.27  C7 1.546, C9 1.552, H60 1.095, H61 1.095
9 C 3.81 -5.29 -0.43  C8 1.552, C10 1.553, H62 1.094, H63 1.088
10 C 2.26 -5.29 -0.34  C9 1.553, C11 1.519, H64 1.097, H65 1.090
11 C 1.61 -3.92 -0.32  C10 1.519, C12 1.385, C23 1.400
12 C 0.90 -3.44 0.77  C11 1.385, N13 1.420, C16 1.381
13 N 0.73 -4.24 1.92  C12 1.420, C14 1.472, H66 1.007
14 C -0.57 -4.90 2.04  N13 1.472, C15 1.536, H67 1.096, H68 1.094
15 C -1.25 -5.29 0.71  C14 1.536, H69 1.093, H70 1.091, H71 1.096
16 C 0.34 -2.17 0.79  C12 1.381, O17 1.366, C21 1.378
17 O -0.32 -1.85 1.95  C16 1.366, C18 1.443
18 C 0.16 -0.67 2.63  O17 1.443, C19 1.519, H72 1.089, H73 1.095
19 C 1.67 -0.56 2.72  C18 1.519, C20 1.562, H74 1.091, H75 1.094
20 C 1.98 0.76 3.51  C19 1.562, H76 1.090, H77 1.090, H78 1.097
21 C 0.46 -1.33 -0.29  C16 1.378, C22 1.371, N44 1.434
22 C 1.15 -1.82 -1.37  C21 1.371, C23 1.376, S27 1.792
23 C 1.71 -3.07 -1.43  C11 1.400, C22 1.376, P24 1.859
24 P 2.57 -3.62 -2.99  C23 1.859, N25 1.721, O26 1.655
25 N 1.36 -3.66 -4.22  P24 1.721, H79 1.021, H80 1.014
26 O 3.65 -2.45 -3.44  P24 1.655, H81 0.968
27 S 1.29 -0.71 -2.77  C22 1.792, C28 1.779
28 C -0.26 0.16 -2.66  S27 1.779, C29 1.365, C43 1.376
29 C -0.85 0.57 -3.82  C28 1.365, C30 1.376, H82 1.084
30 C -2.03 1.27 -3.75  C29 1.376, C31 1.367, H83 1.082
31 C -2.56 1.53 -2.52  C30 1.367, C32 1.373, H84 1.084
32 C -1.96 1.12 -1.35  C31 1.373, C33 1.514, C43 1.388
33 C -2.67 1.54 -0.08  C32 1.514, F34 1.371, F35 1.350, C36 1.571
34 F -2.67 2.91 -0.05  C33 1.371
35 F -2.09 1.15 1.07  C33 1.350
36 C -4.18 1.11 -0.01  C33 1.571, F37 1.335, F38 1.361, C39 1.553
37 F -4.41 -0.03 -0.66  C36 1.335
38 F -4.91 2.10 -0.59  C36 1.361
39 C -4.72 1.01 1.44  C36 1.553, F40 1.329, F41 1.348, F42 1.331
40 F -4.34 -0.12 2.03  C39 1.329
41 F -6.07 0.97 1.41  C39 1.348
42 F -4.41 2.09 2.15  C39 1.331
43 C -0.77 0.41 -1.41  C28 1.376, C32 1.388, N44 1.423
44 N -0.11 -0.01 -0.22  C21 1.434, C43 1.423, H85 1.018
45 H 7.56 -4.56 4.18  C1 1.095
46 H 6.25 -4.73 3.04  C1 1.092
47 H 7.75 -3.84 2.60  C1 1.090
48 H 7.07 -2.29 4.65  C2 1.095
49 H 5.50 -3.05 4.51  C2 1.096
50 H 5.09 -2.11 2.31  C3 1.095
51 H 5.59 -0.86 3.43  C3 1.096
52 H 7.31 -0.20 2.17  C4 1.097
53 H 8.02 -1.79 2.06  C4 1.093
54 H 7.30 -0.61 -0.14  C5 1.093
55 H 5.64 -0.82 0.40  C5 1.096
56 H 7.35 -2.65 -0.99  C6 1.095
57 H 7.05 -3.39 0.55  C6 1.093
58 H 5.40 -3.62 -1.65  C7 1.093
59 H 4.67 -2.22 -0.90  C7 1.093
60 H 3.83 -3.54 0.95  C8 1.095
61 H 5.29 -4.50 0.90  C8 1.095
62 H 4.17 -6.20 0.05  C9 1.094
63 H 4.14 -5.33 -1.47  C9 1.088
64 H 1.88 -5.80 -1.23  C10 1.097
65 H 1.99 -5.90 0.52  C10 1.090
66 H 1.46 -4.94 2.00  N13 1.007
67 H -1.25 -4.26 2.61  C14 1.096
68 H -0.49 -5.82 2.63  C14 1.094
69 H -0.58 -5.92 0.11  C15 1.093
70 H -1.61 -4.42 0.17  C15 1.091
71 H -2.13 -5.91 0.92  C15 1.096
72 H -0.31 0.20 2.18  C18 1.089
73 H -0.22 -0.75 3.65  C18 1.095
74 H 2.14 -1.37 3.28  C19 1.091
75 H 2.18 -0.45 1.76  C19 1.094
76 H 2.18 0.57 4.57  C20 1.090
77 H 2.78 1.33 3.05  C20 1.090
78 H 1.09 1.40 3.45  C20 1.097
79 H 0.62 -2.98 -4.05  N25 1.021
80 H 0.91 -4.57 -4.22  N25 1.014
81 H 3.37 -2.01 -4.25  O26 0.968
82 H -0.39 0.36 -4.78  C29 1.084
83 H -2.53 1.65 -4.63  C30 1.082
84 H -3.48 2.11 -2.49  C31 1.084
85 H 0.62 0.64 0.06  N44 1.018
86 C -7.54 3.18 -0.36  O87 1.431, H92 1.086, H93 1.089, H94 1.080
87 O -8.39 4.31 -0.59  C86 1.431, C88 1.331
88 C -8.67 4.52 -1.88  O87 1.331, O89 1.204, O90 1.334
89 O -8.29 3.86 -2.81  C88 1.204
90 O -9.46 5.59 -1.96  C88 1.334, C91 1.428
91 C -9.85 5.94 -3.29  O90 1.428, H95 1.089, H96 1.089, H97 1.087
92 H -7.39 3.11 0.71  C86 1.086
93 H -8.03 2.26 -0.70  C86 1.089
94 H -6.59 3.31 -0.85  C86 1.080
95 H -10.42 5.13 -3.74  C91 1.089
96 H -8.98 6.18 -3.89  C91 1.089
97 H -10.48 6.82 -3.22  C91 1.087
98 C -6.25 2.79 8.98  O99 1.428, H104 1.087, H105 1.089, H106 1.089
99 O -6.47 2.86 7.57  C98 1.428, C100 1.334
100 C -5.86 1.90 6.88  O99 1.334, O101 1.203, O102 1.333
101 O -5.18 1.02 7.34  C100 1.203
102 O -6.14 2.08 5.59  C100 1.333, C103 1.429
103 C -5.55 1.12 4.72  O102 1.429, H107 1.089, H108 1.089, H109 1.078
104 H -6.79 3.62 9.43  C98 1.087
105 H -6.64 1.86 9.38  C98 1.089
106 H -5.19 2.89 9.22  C98 1.089
107 H -5.91 0.12 4.95  C103 1.089
108 H -4.46 1.15 4.78  C103 1.089
109 H -5.84 1.37 3.71  C103 1.078
110 C 5.12 3.67 -5.47  O111 1.430, H116 1.086, H117 1.089, H118 1.089
111 O 4.16 4.51 -4.81  C110 1.430, C112 1.331
112 C 3.24 3.85 -4.11  O111 1.331, O113 1.201, O114 1.339
113 O 3.15 2.66 -4.00  C112 1.201
114 O 2.42 4.75 -3.56  C112 1.339, C115 1.431
115 C 1.37 4.18 -2.77  O114 1.431, H119 1.089, H120 1.089, H121 1.087
116 H 5.80 4.33 -5.99  C110 1.086
117 H 5.67 3.08 -4.74  C110 1.089
118 H 4.62 3.02 -6.19  C110 1.089
119 H 1.78 3.61 -1.94  C115 1.089
120 H 0.73 3.55 -3.38  C115 1.089
121 H 0.78 5.01 -2.38  C115 1.087
122 C 4.16 6.69 -2.21  O123 1.431, H128 1.080, H129 1.090, H130 1.089
123 O 5.31 7.32 -2.79  C122 1.431, C124 1.331
124 C 5.66 8.46 -2.21  O123 1.331, O125 1.203, O126 1.335
125 O 5.10 8.99 -1.28  C124 1.203
126 O 6.74 8.94 -2.83  C124 1.335, C127 1.427
127 C 7.23 10.17 -2.31  O126 1.427, H131 1.089, H132 1.089, H133 1.087
128 H 3.98 5.78 -2.76  C122 1.080
129 H 4.34 6.44 -1.17  C122 1.090
130 H 3.29 7.34 -2.31  C122 1.089
131 H 7.53 10.05 -1.27  C127 1.089
132 H 6.48 10.95 -2.40  C127 1.089
133 H 8.10 10.44 -2.90  C127 1.087
134 C 6.39 -5.60 -4.94  O135 1.429, H140 1.087, H141 1.089, H142 1.089
135 O 6.18 -6.80 -4.19  C134 1.429, C136 1.332
136 C 7.26 -7.57 -4.07  O135 1.332, O137 1.203, O138 1.334
137 O 8.35 -7.33 -4.53  C136 1.203
138 O 6.93 -8.65 -3.36  C136 1.334, C139 1.428
139 C 8.00 -9.56 -3.15  O138 1.428, H143 1.089, H144 1.089, H145 1.087
140 H 5.45 -5.06 -4.96  C134 1.087
141 H 7.14 -4.97 -4.45  C134 1.089
142 H 6.70 -5.83 -5.96  C134 1.089
143 H 8.81 -9.09 -2.60  C139 1.089
144 H 8.37 -9.95 -4.10  C139 1.089
145 H 7.60 -10.39 -2.57  C139 1.087
146 C -0.46 -4.94 5.75  O147 1.429, H152 1.087, H153 1.089, H154 1.087
147 O -0.66 -6.08 6.58  C146 1.429, C148 1.332
148 C 0.43 -6.84 6.74  O147 1.332, O149 1.203, O150 1.334
149 O 1.51 -6.63 6.25  C148 1.203
150 O 0.11 -7.86 7.53  C148 1.334, C151 1.428
151 C 1.19 -8.76 7.79  O150 1.428, H155 1.089, H156 1.089, H157 1.087
152 H -1.41 -4.41 5.70  C146 1.087
153 H 0.29 -4.28 6.18  C146 1.089
154 H -0.18 -5.24 4.75  C146 1.087
155 H 2.01 -8.25 8.29  C151 1.089
156 H 1.54 -9.21 6.86  C151 1.089
157 H 0.81 -9.54 8.44  C151 1.087
158 C -14.24 10.05 -6.27  O159 1.428, H164 1.087, H165 1.089, H166 1.089
159 O -14.23 8.83 -5.53  C158 1.428, C160 1.334
160 C -14.33 8.99 -4.21  O159 1.334, O161 1.202, O162 1.334
161 O -14.43 10.04 -3.63  C160 1.202
162 O -14.30 7.78 -3.65  C160 1.334, C163 1.429
163 C -14.40 7.79 -2.22  O162 1.429, H167 1.089, H168 1.089, H169 1.087
164 H -14.16 9.79 -7.32  C158 1.087
165 H -15.18 10.58 -6.12  C158 1.089
166 H -13.40 10.68 -5.99  C158 1.089
167 H -15.34 8.24 -1.91  C163 1.089
168 H -13.56 8.34 -1.79  C163 1.089
169 H -14.36 6.76 -1.89  C163 1.087

Record 2
C51H84BrFN5O22P2 | ωB97M-V/def2-TZVPD

Output
- Charge: +1
- HOMO: -11.23 eV
- Max |F|: 5.83 eV/Å
- LUMO energy: -0.14662 hartree

Each atom is followed by the atoms it is bonded to, with distances in Å.
Atoms and positions in Å:
1 C -0.18 1.62 3.99  C2 1.524, H35 1.083, H36 1.082, H37 1.083
2 C 0.70 1.45 2.75  C1 1.524, P3 1.853, H38 1.091, H39 1.083
3 P 1.33 -0.27 2.47  C2 1.853, C4 1.830, N6 1.802
4 C 0.71 -1.39 3.78  P3 1.830, C5 1.531, H40 1.085, H41 1.088
5 C 1.61 -2.62 3.96  C4 1.531, H42 1.083, H43 1.081, H44 1.083
6 N 0.75 -0.85 0.86  P3 1.802, C7 1.476, C12 1.291
7 C -0.64 -1.32 0.73  N6 1.476, C8 1.548, H45 1.084, H46 1.084
8 C -0.92 -2.72 1.32  C7 1.548, O9 1.422, H47 1.083, H48 1.079
9 O -2.09 -2.67 2.12  C8 1.422, C10 1.398
10 C -3.24 -2.80 1.33  O9 1.398, O11 1.204, H49 1.095
11 O -3.76 -3.88 1.19  C10 1.204
12 C 1.55 -0.82 -0.15  N6 1.291, N13 1.424, N28 1.407
13 N 1.12 -1.25 -1.44  C12 1.424, O14 1.377, C22 1.410
14 O 0.13 -0.44 -1.94  N13 1.377, C15 1.448
15 C 0.54 0.40 -3.05  O14 1.448, C16 1.515, H50 1.084, H51 1.086
16 C -0.41 1.58 -2.95  C15 1.515, C17 1.524, C18 1.529, H52 1.085
17 C -1.84 1.07 -2.94  C16 1.524, H53 1.078, H54 1.080, H55 1.085
18 C -0.02 2.32 -1.67  C16 1.529, C19 1.522, H56 1.090, H57 1.090
19 C -1.00 3.36 -1.13  C18 1.522, C20 1.535, C21 1.541, H58 1.087
20 C -2.05 2.73 -0.21  C19 1.535, H59 1.080, H60 1.087, H61 1.085
21 C -0.17 4.33 -0.27  C19 1.541, H62 1.079, H63 1.083, H64 1.073
22 C 0.90 -2.62 -1.68  N13 1.410, O23 1.205, N24 1.430
23 O 0.36 -2.98 -2.70  C22 1.205
24 N 1.24 -3.56 -0.66  C22 1.430, C25 1.434, H65 1.014
25 C 2.62 -3.91 -0.58  N24 1.434, O26 1.202, F27 1.326
26 O 3.30 -4.33 -1.48  C25 1.202
27 F 3.12 -3.75 0.64  C25 1.326
28 N 2.82 -0.25 0.02  C12 1.407, C29 1.508, P32 1.766
29 C 2.74 1.24 -0.17  N28 1.508, C30 1.493, H66 1.081, H67 1.087
30 C 3.83 1.90 0.61  C29 1.493, N31 1.256, H68 1.090
31 N 4.23 3.07 0.39  C30 1.256, H69 1.017
32 P 3.93 -1.01 -1.12  N28 1.766, O33 1.611, Br34 2.254
33 O 4.58 0.30 -1.80  P32 1.611, H70 0.964
34 Br 5.62 -1.81 0.14  P32 2.254
35 H 0.35 1.41 4.91  C1 1.083
36 H -1.07 1.00 3.93  C1 1.082
37 H -0.51 2.64 4.06  C1 1.083
38 H 0.12 1.81 1.90  C2 1.091
39 H 1.57 2.10 2.82  C2 1.083
40 H 0.79 -0.81 4.70  C4 1.085
41 H -0.34 -1.66 3.71  C4 1.088
42 H 1.53 -3.30 3.11  C5 1.083
43 H 2.62 -2.28 4.11  C5 1.081
44 H 1.28 -3.13 4.85  C5 1.083
45 H -1.25 -0.62 1.30  C7 1.084
46 H -1.02 -1.28 -0.29  C7 1.084
47 H -1.08 -3.41 0.50  C8 1.083
48 H -0.10 -3.10 1.92  C8 1.079
49 H -3.63 -1.88 0.88  C10 1.095
50 H 1.58 0.69 -3.01  C15 1.084
51 H 0.30 -0.14 -3.97  C15 1.086
52 H -0.33 2.21 -3.83  C16 1.085
53 H -2.54 1.89 -2.82  C17 1.078
54 H -2.09 0.57 -3.86  C17 1.080
55 H -2.04 0.39 -2.12  C17 1.085
56 H 0.95 2.79 -1.85  C18 1.090
57 H 0.14 1.61 -0.86  C18 1.090
58 H -1.47 3.88 -1.96  C19 1.087
59 H -2.00 3.09 0.80  C20 1.080
60 H -1.93 1.65 -0.19  C20 1.087
61 H -3.06 2.89 -0.57  C20 1.085
62 H 0.71 4.58 -0.83  C21 1.079
63 H -0.72 5.22 0.01  C21 1.083
64 H 0.17 3.78 0.59  C21 1.073
65 H 0.77 -4.42 -0.93  N24 1.014
66 H 2.68 1.55 -1.20  C29 1.081
67 H 1.81 1.55 0.29  C29 1.087
68 H 4.25 1.31 1.43  C30 1.090
69 H 4.96 3.30 1.06  N31 1.017
70 H 5.22 0.05 -2.48  O33 0.964
71 O 1.70 4.75 1.83  C72 1.202
72 C 2.42 5.62 1.43  O71 1.202, O73 1.349, C76 1.514
73 O 2.61 5.89 0.13  C72 1.349, C74 1.441
74 C 3.61 6.92 -0.03  O73 1.441, C75 1.520, H77 1.092, H78 1.087
75 C 3.64 7.65 1.30  C74 1.520, C76 1.525, H79 1.088, H80 1.091
76 C 3.28 6.54 2.28  C72 1.514, C75 1.525, H81 1.085, H82 1.086
77 H 4.56 6.43 -0.26  C74 1.092
78 H 3.34 7.56 -0.86  C74 1.087
79 H 4.59 8.13 1.51  C75 1.088
80 H 2.87 8.42 1.32  C75 1.091
81 H 4.16 5.99 2.61  C76 1.085
82 H 2.73 6.91 3.14  C76 1.086
83 O -2.00 1.77 2.98  C84 1.199
84 C -2.01 2.64 3.82  O83 1.199, O85 1.349, C88 1.517
85 O -2.24 2.39 5.12  C84 1.349, C86 1.443
86 C -2.29 3.63 5.86  O85 1.443, C87 1.522, H89 1.091, H90 1.087
87 C -1.53 4.63 5.00  C86 1.522, C88 1.527, H91 1.088, H92 1.091
88 C -1.81 4.12 3.59  C84 1.517, C87 1.527, H93 1.091, H94 1.088
89 H -3.33 3.90 5.99  C86 1.091
90 H -1.84 3.48 6.84  C86 1.087
91 H -1.83 5.66 5.18  C87 1.088
92 H -0.46 4.55 5.21  C87 1.091
93 H -2.74 4.54 3.19  C88 1.091
94 H -0.99 4.31 2.91  C88 1.088
95 O 2.88 -5.11 6.94  C96 1.194
96 C 3.45 -5.64 6.04  O95 1.194, O97 1.357, C100 1.518
97 O 4.65 -5.22 5.57  C96 1.357, C98 1.439
98 C 5.02 -5.99 4.41  O97 1.439, C99 1.523, H101 1.094, H102 1.087
99 C 4.22 -7.28 4.52  C98 1.523, C100 1.526, H103 1.088, H104 1.090
100 C 2.95 -6.81 5.22  C96 1.518, C99 1.526, H105 1.092, H106 1.085
101 H 4.76 -5.42 3.52  C98 1.094
102 H 6.09 -6.16 4.42  C98 1.087
103 H 4.04 -7.76 3.55  C99 1.088
104 H 4.74 -8.00 5.15  C99 1.090
105 H 2.19 -6.45 4.51  C100 1.092
106 H 2.52 -7.58 5.86  C100 1.085
107 O 5.54 6.08 4.28  C108 1.196
108 C 5.69 4.93 4.58  O107 1.196, O109 1.352, C112 1.517
109 O 5.05 4.35 5.61  C108 1.352, C110 1.439
110 C 5.52 3.00 5.79  O109 1.439, C111 1.522, H113 1.091, H114 1.087
111 C 6.10 2.60 4.44  C110 1.522, C112 1.528, H115 1.088, H116 1.093
112 C 6.63 3.93 3.92  C108 1.517, C111 1.528, H117 1.090, H118 1.087
113 H 6.27 3.00 6.59  C110 1.091
114 H 4.68 2.37 6.09  C110 1.087
115 H 6.85 1.82 4.52  C111 1.088
116 H 5.30 2.24 3.79  C111 1.093
117 H 7.64 4.13 4.25  C112 1.090
118 H 6.57 4.01 2.84  C112 1.087
119 O 0.26 -8.05 3.97  C120 1.190
120 C 0.74 -7.93 2.89  O119 1.190, O121 1.361, C124 1.520
121 O 1.97 -8.43 2.56  C120 1.361, C122 1.435
122 C 2.32 -8.04 1.23  O121 1.435, C123 1.523, H125 1.095, H126 1.087
123 C 1.00 -7.73 0.54  C122 1.523, C124 1.528, H127 1.090, H128 1.090
124 C 0.15 -7.20 1.69  C120 1.520, C123 1.528, H129 1.093, H130 1.086
125 H 2.98 -7.17 1.29  C122 1.095
126 H 2.87 -8.85 0.75  C122 1.087
127 H 1.11 -7.03 -0.29  C123 1.090
128 H 0.56 -8.65 0.15  C123 1.090
129 H 0.29 -6.13 1.85  C124 1.093
130 H -0.90 -7.44 1.58  C124 1.086
131 O -1.32 -0.06 -6.34  C132 1.198
132 C -2.13 -0.88 -6.65  O131 1.198, O133 1.349, C136 1.515
133 O -3.01 -0.73 -7.67  C132 1.349, C134 1.444
134 C -3.91 -1.85 -7.71  O133 1.444, C135 1.521, H137 1.091, H138 1.087
135 C -3.19 -2.98 -6.98  C134 1.521, C136 1.528, H139 1.088, H140 1.091
136 C -2.36 -2.21 -5.95  C132 1.515, C135 1.528, H141 1.092, H142 1.086
137 H -4.84 -1.57 -7.21  C134 1.091
138 H -4.14 -2.10 -8.74  C134 1.087
139 H -3.86 -3.71 -6.55  C135 1.088
140 H -2.52 -3.50 -7.67  C135 1.091
141 H -2.92 -2.02 -5.03  C136 1.092
142 H -1.42 -2.70 -5.73  C136 1.086
143 O -7.78 -3.50 -7.23  C144 1.194
144 C -7.90 -2.59 -6.46  O143 1.194, O145 1.355, C148 1.518
145 O -8.22 -2.77 -5.15  C144 1.355, C146 1.440
146 C -8.38 -1.49 -4.50  O145 1.440, C147 1.521, H149 1.092, H150 1.087
147 C -7.60 -0.51 -5.36  C146 1.521, C148 1.527, H151 1.088, H152 1.092
148 C -7.75 -1.11 -6.75  C144 1.518, C147 1.527, H153 1.091, H154 1.086
149 H -9.45 -1.25 -4.47  C146 1.092
150 H -8.01 -1.56 -3.49  C146 1.087
151 H -7.95 0.51 -5.28  C147 1.088
152 H -6.54 -0.52 -5.07  C147 1.092
153 H -8.65 -0.76 -7.26  C148 1.091
154 H -6.88 -0.93 -7.38  C148 1.086
155 O -4.39 0.98 -4.24  C156 1.197
156 C -4.64 1.90 -4.97  O155 1.197, O157 1.351, C160 1.513
157 O -5.85 2.49 -5.01  C156 1.351, C158 1.442
158 C -5.88 3.48 -6.06  O157 1.442, C159 1.523, H161 1.092, H162 1.087
159 C -4.42 3.84 -6.31  C158 1.523, C160 1.529, H163 1.088, H164 1.091
160 C -3.71 2.52 -5.99  C156 1.513, C159 1.529, H165 1.091, H166 1.086
161 H -6.35 3.03 -6.94  C158 1.092
162 H -6.48 4.33 -5.74  C158 1.087
163 H -4.24 4.21 -7.31  C159 1.088
164 H -4.11 4.61 -5.60  C159 1.091
165 H -3.66 1.86 -6.85  C160 1.091
166 H -2.72 2.68 -5.57  C160 1.086